Record 1
A structure of composition C22H27NO3S in a non-equilibrium geometry. Source: OMol25; level of theory: ωB97M-V/def2-TZVPD.

Results
- Gap between HOMO and LUMO: 0.2802 Ha
- Calculated total energy: -1532.46779 hartree
- LUMO: -0.0162 hartree
- ΔE to the lowest compared entry with this formula, charge and spin: 2020.2 kJ/mol

```
! wB97M-V def2-TZVPD RIJCOSX def2/J DEFGRID3
* xyz 0 1
C -1.25 3.04 4.13
H -1.86 2.63 4.90
O -1.59 2.36 3.04
C -1.02 2.68 1.74
C -0.31 3.78 1.41
C 0.38 4.02 0.31
C 0.23 3.19 -0.79
C -0.88 2.12 -0.59
C -1.38 1.77 0.66
H -1.89 0.99 0.76
C -1.05 1.20 -1.57
N 0.13 0.65 -2.22
C 0.96 0.00 -1.53
C 0.43 -1.40 -0.96
C 1.16 -2.22 -0.14
O 2.57 -2.04 0.13
C 0.69 -3.37 0.36
C 1.31 -4.67 0.25
C 0.53 -5.71 0.76
C -0.50 -5.81 1.41
C -1.29 -4.62 1.56
C -0.50 -3.50 1.33
S -1.44 -1.87 1.76
C 0.02 -1.05 2.62
H -0.07 -1.60 3.43
H 0.67 -0.67 1.86
H -0.53 -0.06 2.71
H -2.22 -4.49 2.27
H -0.96 -6.78 1.64
H 1.19 -6.72 0.47
H 2.08 -4.63 -0.15
H -0.70 -1.36 -0.72
C 0.36 -2.15 -2.34
C -0.44 -1.39 -3.52
C 0.16 0.00 -3.60
H -0.49 0.67 -4.02
H 0.98 -0.02 -4.00
H -1.25 -1.30 -2.96
H -0.45 -1.89 -4.32
H -0.05 -3.28 -2.08
H 1.54 -2.25 -2.79
H 1.28 0.41 -0.25
H 2.07 -0.23 -1.74
H -1.39 1.81 -2.69
H -1.81 0.37 -1.45
H 0.45 3.64 -1.76
O 1.14 5.29 0.26
C 1.73 5.72 -1.00
H 2.20 4.84 -1.20
H 2.25 6.36 -0.59
H 0.83 5.83 -1.60
H -0.04 4.42 2.48
H -1.85 4.18 4.01
H -0.15 3.12 4.31
*
```


Record 2
A structure of composition C22H28As2BrCaClF6N4O9S2 in a non-equilibrium geometry. Source: OMol25; level of theory: ωB97M-V/def2-TZVPD.

Results
- Gap between HOMO and LUMO: 0.3342 Ha
- Calculated total energy: -11329.93393 hartree
- LUMO: 0.0138 hartree
- ΔE to the lowest compared entry with this formula, charge and spin: 438.5 kJ/mol

```
! wB97M-V def2-TZVPD RIJCOSX def2/J DEFGRID3
* xyz 0 1
Ca -0.01 0.54 0.39
C 2.69 2.19 -3.16
As 1.45 1.95 -1.61
C 2.17 3.50 -0.64
C -0.11 2.76 -2.49
C -0.16 4.11 -2.84
C -1.34 4.67 -3.31
C -2.48 3.89 -3.41
C -2.42 2.54 -3.09
C -1.24 1.95 -2.65
As -1.10 0.06 -2.09
C 0.14 -0.47 -3.55
C -2.69 -0.55 -3.15
H 2.80 3.24 -3.39
H 2.30 1.66 -4.03
H 3.65 1.77 -2.89
H 2.18 4.41 -1.22
H 3.19 3.24 -0.35
H 1.58 3.64 0.27
H 0.72 4.72 -2.76
H -1.37 5.72 -3.57
H -3.41 4.32 -3.74
H -3.32 1.95 -3.18
H 0.00 0.20 -4.41
H -0.10 -1.49 -3.84
H 1.17 -0.42 -3.20
H -2.64 -0.10 -4.14
H -3.61 -0.25 -2.66
H -2.65 -1.63 -3.23
F -0.93 4.78 1.54
C -0.70 3.74 2.33
F -1.23 3.98 3.53
F 0.62 3.61 2.47
S -1.46 2.22 1.61
O -1.07 2.29 0.22
O -2.85 2.35 1.90
N -0.64 1.20 2.45
S -0.71 -0.35 2.69
O -1.92 -0.84 3.27
O -0.12 -1.12 1.63
C 0.49 -0.44 4.09
F -0.06 0.19 5.13
F 0.65 -1.72 4.41
F 1.67 0.11 3.86
O 2.78 -1.09 1.64
Cl 2.46 -0.16 0.64
O 3.61 0.29 -0.06
O 1.57 -0.76 -0.33
O 1.80 0.99 1.22
N -2.49 -0.10 0.60
C -3.54 -0.33 1.04
N -4.70 -0.62 1.56
C -5.47 0.42 2.27
C -6.46 1.04 1.29
O -7.28 0.05 0.69
C -6.52 -0.91 -0.02
C -5.55 -1.62 0.92
H -4.78 1.17 2.65
H -6.00 -0.06 3.09
H -5.92 1.60 0.52
H -7.14 1.72 1.81
H -5.95 -0.43 -0.83
H -7.24 -1.61 -0.45
H -4.93 -2.34 0.38
H -6.11 -2.14 1.70
Br 2.18 -4.24 0.77
C 0.44 -3.76 0.28
C -0.63 -4.05 1.11
C -1.90 -3.74 0.67
C -2.04 -3.15 -0.57
N -1.02 -2.84 -1.37
C 0.21 -3.15 -0.95
H -0.45 -4.50 2.08
H -2.77 -3.98 1.27
H -3.03 -2.93 -0.98
H 1.02 -2.92 -1.62
*
```


Record 3
A structure of composition C22H28AsBr4MgNO6 in a non-equilibrium geometry. Source: OMol25; level of theory: ωB97M-V/def2-TZVPD.

Results
- Gap between HOMO and LUMO: 0.3264 Ha
- Calculated total energy: -14093.30097 hartree
- LUMO: -0.0139 hartree
- ΔE to the lowest compared entry with this formula, charge and spin: 105.2 kJ/mol

```
! wB97M-V def2-TZVPD RIJCOSX def2/J DEFGRID3
* xyz 0 1
Mg 0.61 -0.74 -0.01
Br -2.74 1.25 -0.33
C -4.13 0.00 0.13
Br -3.41 -1.67 0.84
H -4.69 -0.22 -0.78
H -4.77 0.45 0.89
Br 1.95 -4.35 -0.27
C 3.31 -2.98 -0.23
Br 3.09 -1.69 -1.64
H 4.28 -3.45 -0.37
H 3.23 -2.44 0.71
O -1.23 -3.62 -0.37
C -0.97 -2.71 -1.14
O 0.09 -1.99 -1.12
C -1.95 -2.32 -2.23
C -2.97 -3.18 -2.62
C -3.87 -2.79 -3.59
C -3.79 -1.52 -4.15
C -2.79 -0.66 -3.73
C -1.85 -1.06 -2.79
N -2.71 0.68 -4.25
O -1.87 1.42 -3.78
O -3.49 0.99 -5.13
H -3.05 -4.15 -2.14
H -4.66 -3.46 -3.91
H -4.49 -1.19 -4.90
H -1.07 -0.38 -2.47
C 2.65 1.95 2.04
C 3.06 1.85 0.57
As 1.50 1.54 -0.60
C 2.38 1.96 -2.33
C 1.37 1.89 -3.47
C 0.40 3.15 -0.28
C 1.14 4.49 -0.31
H 3.51 2.12 2.69
H 2.17 1.03 2.35
H 1.94 2.77 2.19
H 3.73 1.00 0.44
H 3.60 2.75 0.25
H 3.18 1.24 -2.50
H 2.83 2.96 -2.27
H 1.00 0.87 -3.57
H 1.81 2.19 -4.41
H 0.51 2.53 -3.26
H -0.10 3.01 0.69
H -0.40 3.15 -1.03
H 1.94 4.52 0.42
H 0.45 5.31 -0.10
H 1.57 4.66 -1.30
O 1.50 -1.25 1.63
C 0.44 -0.87 2.19
O -0.49 -0.36 1.54
C 0.32 -1.01 3.66
C -0.93 -0.99 4.26
C -1.03 -1.13 5.63
C 0.11 -1.26 6.40
C 1.37 -1.27 5.80
C 1.47 -1.15 4.43
H -1.80 -0.88 3.64
H -2.00 -1.11 6.11
H 0.03 -1.36 7.47
H 2.25 -1.36 6.41
H 2.44 -1.16 3.95
*
```